No. 1
A structure of composition C2H2Cl4O2 at a distorted geometry. Source: OMol25; level of theory: ωB97M-V with the def2-TZVPD basis set.

Geometry as XYZ:
```
10
Properties=species:S:1:pos:R:3:forces:R:3:nbo_charge:R:1
C -0.0657 -0.6146 -0.4362 2.820 1.898 1.039 0.39
C -0.4867 0.5075 0.5784 -0.075 -0.126 1.933 0.17
O 0.5064 -1.6027 0.1860 -0.347 -0.588 0.144 -0.65
O -0.5691 1.7798 0.1649 1.511 -0.759 -2.225 -0.69
Cl -0.9976 -0.6419 -1.7927 -0.879 -0.905 -1.226 0.18
Cl 1.7283 0.6153 -1.2988 -0.859 -0.699 0.473 -0.45
Cl -2.0576 0.0507 1.2398 -0.663 -0.368 -0.147 0.02
Cl 0.6365 0.4430 1.9992 0.329 -0.062 0.003 -0.03
H 1.0600 -2.3264 -0.1761 -0.788 0.861 -0.749 0.55
H 0.2453 1.7892 -0.4645 -1.048 0.749 0.754 0.51
```
Positions in Å, forces in eV/Å.

Values from the calculation:
- highest occupied orbital energy (hartree) = -0.386
- lowest unoccupied orbital energy (eV) = -1.2
- HOMO-LUMO gap (eV) = 9.3

No. 2
A cluster of 2 separate species, C2H2Cl4Si in total at a distorted geometry. Source: OMol25; level of theory: ωB97M-V with the def2-TZVPD basis set.

Geometry as XYZ:
```
9
Properties=species:S:1:pos:R:3:forces:R:3:nbo_charge:R:1
C -0.4221 0.4949 1.7882 -1.351 2.273 -2.500 -0.15
C -0.8618 1.2567 0.9610 -0.122 0.455 -0.501 -0.50
Si -1.4418 2.6600 -0.1503 0.671 -2.558 0.926 1.37
Cl 1.1957 -1.0379 -1.3451 1.069 -0.136 0.811 -0.28
Cl 0.1744 3.7153 -0.5828 0.735 0.821 -0.266 -0.31
Cl -2.7203 3.5652 1.0539 -0.921 0.904 0.270 -0.31
Cl -2.2203 1.9543 -1.8774 -0.217 0.070 0.030 -0.32
H 2.2352 -1.1602 -0.5295 -1.067 0.141 -0.842 0.28
H 0.0218 -0.1168 2.4429 1.203 -1.971 2.072 0.21
```
Positions in Å, forces in eV/Å.

Values from the calculation:
- highest occupied orbital energy (hartree) = -0.392
- lowest unoccupied orbital energy (eV) = 0.5
- HOMO-LUMO gap (eV) = 11.2
- SMILES = C#C[Si](Cl)(Cl)Cl.Cl

No. 3
A cluster of 2 separate species, C2H2Cl4Si in total at a distorted geometry. Source: OMol25; level of theory: ωB97M-V with the def2-TZVPD basis set.

Geometry as XYZ:
```
9
Properties=species:S:1:pos:R:3:forces:R:3:nbo_charge:R:1
C -0.8543 1.7941 -0.8142 -0.434 -0.019 -0.198 -0.13
C 0.0455 1.1097 -0.4032 1.365 -0.326 0.479 -0.53
Si 1.6350 0.2293 0.0482 -1.034 1.039 0.243 1.39
Cl -3.2408 -2.4907 0.3232 0.300 -0.054 0.507 -0.27
Cl 1.4115 -1.7013 -0.3632 -0.127 -0.918 -0.273 -0.32
Cl 2.1555 0.3408 2.0283 -0.261 0.209 -0.349 -0.33
Cl 3.1388 1.0013 -1.0504 0.141 0.143 -0.117 -0.32
H -2.5976 -2.6194 1.4436 -0.285 0.064 -0.511 0.27
H -1.6936 2.3362 -1.2125 0.333 -0.138 0.218 0.24
```
Positions in Å, forces in eV/Å.

Values from the calculation:
- highest occupied orbital energy (hartree) = -0.408
- lowest unoccupied orbital energy (eV) = 0.5
- HOMO-LUMO gap (eV) = 11.6
- SMILES = C#C[Si](Cl)(Cl)Cl.Cl

No. 4
A cluster of 2 separate species, C2H2Cl6 in total at a distorted geometry. Source: OMol25; level of theory: ωB97M-V with the def2-TZVPD basis set.

Geometry as XYZ:
```
10
Properties=species:S:1:pos:R:3:forces:R:3:nbo_charge:R:1
C 13.1347 -3.3647 8.1577 -0.750 -0.054 0.199 -0.26
Cl 11.6386 -2.8014 7.2901 1.001 -0.241 0.533 0.00
Cl 12.6776 -4.6483 9.3455 0.351 0.491 -0.882 0.01
Cl 13.9568 -2.0716 9.0197 -0.176 0.209 -0.071 0.02
H 13.8489 -3.7018 7.4064 -0.427 -0.391 0.232 0.23
C 11.9073 1.6386 12.2521 0.495 1.086 0.426 -0.24
Cl 11.0983 1.5536 13.8600 0.213 0.060 -1.021 0.01
Cl 13.4429 2.5983 12.4182 -0.688 -0.505 -0.033 -0.02
Cl 10.9036 2.4549 10.9864 0.478 -0.933 0.926 0.01
H 12.2333 0.6303 11.9968 -0.496 0.279 -0.309 0.23
```
Positions in Å, forces in eV/Å.

Values from the calculation:
- highest occupied orbital energy (hartree) = -0.410
- lowest unoccupied orbital energy (eV) = 0.4
- HOMO-LUMO gap (eV) = 11.6
- SMILES = ClC(Cl)Cl.ClC(Cl)Cl

No. 5
A cluster of 2 separate species, C2H2Cl6 in total. Source: OMol25; level of theory: ωB97M-V with the def2-TZVPD basis set.

Geometry as XYZ:
```
10
Properties=species:S:1:pos:R:3:forces:R:3:nbo_charge:R:1
C -2.1226 -0.3622 -1.7892 -0.093 -0.225 -0.072 -0.29
Cl -2.6901 1.1110 -2.5537 -0.050 0.120 -0.022 0.03
Cl -0.4886 -0.1612 -1.1636 0.132 0.005 0.035 0.01
Cl -2.1961 -1.7240 -2.9123 0.023 0.022 0.009 0.02
H -2.7773 -0.5984 -0.9614 0.014 0.072 0.046 0.23
C 1.9593 0.3355 1.8206 0.098 0.367 -0.168 -0.29
Cl 2.9539 -1.0169 1.3182 0.083 -0.187 -0.077 0.03
Cl 2.8032 1.8701 1.5441 0.003 -0.039 0.034 0.01
Cl 1.4816 0.1830 3.5012 -0.105 -0.026 0.111 0.03
H 1.0769 0.3631 1.1962 -0.103 -0.110 0.103 0.23
```
Positions in Å, forces in eV/Å.

Values from the calculation:
- highest occupied orbital energy (hartree) = -0.410
- lowest unoccupied orbital energy (eV) = 0.6
- HOMO-LUMO gap (eV) = 11.8
- SMILES = ClC(Cl)Cl.ClC(Cl)Cl

No. 6
An isolated molecule of C2H2ClF3S at a distorted geometry. Source: OMol25; level of theory: ωB97M-V with the def2-TZVPD basis set.

Geometry as XYZ:
```
9
Properties=species:S:1:pos:R:3:forces:R:3:nbo_charge:R:1
C -0.2851 -0.5962 -0.5002 2.341 1.248 0.582 -0.03
C -0.6804 -1.9785 -1.0383 0.650 -0.123 -0.340 0.65
F -0.8468 0.3593 -1.3423 0.140 -0.660 0.289 -0.34
F -1.9810 -2.1632 -0.8248 -0.257 -0.566 0.726 -0.31
F -0.5458 -2.0018 -2.3521 0.230 0.395 -1.295 -0.31
S -0.7103 -0.2972 1.2075 -2.164 -0.198 -0.239 0.01
Cl 0.3771 -3.3498 -0.5075 -0.759 0.761 0.551 -0.04
H 0.8675 -0.3854 -0.4527 -2.005 -0.917 -0.636 0.22
H -2.1219 -0.3985 1.0016 1.825 0.060 0.363 0.15
```
Positions in Å, forces in eV/Å.

Values from the calculation:
- highest occupied orbital energy (hartree) = -0.379
- lowest unoccupied orbital energy (eV) = 0.6
- HOMO-LUMO gap (eV) = 10.9
- SMILES = F[C@@H](S)C(F)(F)Cl

No. 7
An isolated molecule of C2H2ClFO at a distorted geometry. Source: OMol25; level of theory: ωB97M-V with the def2-TZVPD basis set.

Geometry as XYZ:
```
7
Properties=species:S:1:pos:R:3:forces:R:3:nbo_charge:R:1
C -0.4541 0.2427 -0.3367 -0.710 2.881 -0.686 0.06
C 0.7435 -0.1995 0.4742 3.953 -3.115 -1.313 0.33
H -0.0233 0.3209 -1.4411 -1.468 -0.297 2.362 0.24
H 0.8927 -0.6130 1.6863 -0.942 1.744 -3.369 0.20
O 1.6448 -0.5050 -0.3628 -1.984 0.923 3.748 -0.49
F -0.9838 1.5321 0.0372 1.353 -1.157 -0.434 -0.36
Cl -1.8199 -0.7782 -0.0571 -0.202 -0.979 -0.307 0.02
```
Positions in Å, forces in eV/Å.

Values from the calculation:
- highest occupied orbital energy (hartree) = -0.401
- lowest unoccupied orbital energy (eV) = -0.4
- HOMO-LUMO gap (eV) = 10.6
- SMILES = O=C[C@H](F)Cl

No. 8
A structure of composition C2H2ClFO at a distorted geometry. Source: OMol25; level of theory: ωB97M-V with the def2-TZVPD basis set.

Geometry as XYZ:
```
7
Properties=species:S:1:pos:R:3:forces:R:3:nbo_charge:R:1
C -0.5046 -0.2433 0.3447 -1.397 0.174 1.850 0.10
C 0.8039 0.0039 -0.4025 -0.526 -2.903 0.611 0.35
H -0.4758 -0.3955 1.5091 0.386 0.157 -2.456 0.22
H 0.8406 -0.0254 -1.4408 -0.925 0.007 -2.409 0.15
O 1.8084 0.1843 0.1718 2.360 0.606 1.965 -0.51
F -1.5957 -0.9443 -0.1524 1.548 -0.334 0.013 -0.33
Cl -0.8768 1.4202 -0.0300 -1.446 2.294 0.427 0.02
```
Positions in Å, forces in eV/Å.

Values from the calculation:
- highest occupied orbital energy (hartree) = -0.386
- lowest unoccupied orbital energy (eV) = 0.7
- HOMO-LUMO gap (eV) = 11.2

No. 9
A cluster of 2 separate species, C2H2ClIO in total at a distorted geometry. Source: OMol25; level of theory: ωB97M-V with the def2-TZVPD basis set.

Geometry as XYZ:
```
7
Properties=species:S:1:pos:R:3:forces:R:3:nbo_charge:R:1
C 0.8584 -0.0442 0.1849 -2.367 -0.323 -0.097 0.25
C -0.4450 -0.4939 -0.2132 -0.154 -0.697 1.904 -0.39
O 1.6644 -0.2074 -0.7012 2.138 0.258 -0.363 -0.39
Cl -0.6298 1.9691 -0.4128 -0.160 1.368 -0.276 -0.13
I -1.8986 -0.8791 1.2009 0.380 -0.047 -0.609 0.27
H 0.9204 0.3565 1.1816 1.042 0.087 0.633 0.17
H -0.4698 -0.7010 -1.2401 -0.877 -0.646 -1.192 0.22
```
Positions in Å, forces in eV/Å.

Values from the calculation:
- 2S+1 = 3
- highest occupied orbital energy (alpha / beta) (hartree) = -0.320 / -0.369
- lowest unoccupied orbital energy (alpha / beta) (eV) = 0.2 / -4.3
- HOMO-LUMO gap (alpha / beta) (eV) = 8.9 / 5.7
- expectation value of S² = 2.02

No. 10
A cluster of 2 separate species, C2H2ClN in total at a distorted geometry. Source: OMol25; level of theory: ωB97M-V with the def2-TZVPD basis set.

Geometry as XYZ:
```
6
Properties=species:S:1:pos:R:3:forces:R:3:nbo_charge:R:1
C 0.9012 0.1237 -0.1212 1.365 -0.334 -0.627 0.16
C -0.3533 0.0922 0.4953 -0.123 -0.243 1.605 -0.24
N 1.9604 0.0428 -0.5992 -1.082 0.288 0.393 -0.24
Cl -0.9067 -1.4882 0.9692 0.022 0.629 -0.429 0.06
H -0.5679 0.8440 1.2861 -0.100 -0.361 -1.119 0.24
H -1.0337 0.3854 -2.0302 -0.082 0.021 0.177 0.02
```
Positions in Å, forces in eV/Å.

Values from the calculation:
- highest occupied orbital energy (alpha / beta) (hartree) = -0.362 / -0.407
- lowest unoccupied orbital energy (alpha / beta) (eV) = -0.4 / -1.9
- HOMO-LUMO gap (alpha / beta) (eV) = 9.4 / 9.2

In kcal/mol, the energy relative to the best compared isomer or geometry (same formula, charge and spin) values for the records above are, in order, 7.29, 29.35, 23.71, 7.73, 2.07, 0.00, 29.03, 20.97, 0.00, 95.65.